No. 1
Formula: C14H16O
Source: the OMol25 dataset
Level of theory: ωB97M-V/def2-TZVPD

Structure (XYZ):
```
31
Properties=species:S:1:pos:R:3
C -2.3210 -2.7430 -0.7056
C -0.5665 -1.4017 -1.9298
C -0.9564 -2.5690 -1.2769
C 0.7665 -1.0374 -2.0984
C 0.0917 -3.3919 -0.8470
C 1.7821 -1.8157 -1.5594
C 1.4241 -3.0170 -0.9561
H -1.2991 -0.6231 -2.1108
H 0.9499 -0.2274 -2.7911
H -2.3554 -2.2916 0.2906
H -2.6361 -3.7686 -0.5269
H -0.1164 -4.4346 -0.6735
H 2.8100 -1.5031 -1.6765
H 2.1509 -3.5484 -0.3516
H -3.1077 -2.1862 -1.2177
C 0.7118 4.7374 0.9982
C -0.4721 1.2927 0.0013
C -0.1524 2.6467 -0.0402
C -0.3728 0.6173 1.2035
C 0.4050 3.2643 1.0855
C 0.2012 1.2049 2.3323
C 0.6167 2.5237 2.2346
O -0.6902 -0.7167 1.3259
H -0.6650 0.7397 -0.9047
H 0.0548 3.1074 -1.0006
H -0.1581 -1.3005 0.7907
H 0.2864 0.5650 3.1981
H 1.7919 4.8531 1.0243
H 0.4238 5.2882 1.8925
H 0.9025 3.0790 3.1234
H 0.4231 5.1645 0.0442
```

- ΔE to the lowest compared entry with this formula, charge and spin (kJ/mol) = 116.0
- LUMO energy (Eh) = 0.03383
- Kohn-Sham gap (eV) = 9.4
- calculated total energy (eV) = -16824.0326
- strongest force on any atom (eV/Å) = 1.8
- 2S+1 = 1
- SMILES = Cc1ccc(O)cc1.Cc1ccccc1


No. 2
Formula: C13H16N5O3P
Source: the OMol25 dataset
Level of theory: ωB97M-V/def2-TZVPD

Structure (XYZ):
```
38
Properties=species:S:1:pos:R:3
O 0.6415 -0.1186 -2.1735
O -0.8330 1.9138 1.0614
N 2.5369 -0.9366 1.6602
N -2.8053 -1.1044 1.2397
O -0.9633 1.3379 -2.9021
C -0.4456 0.4589 -2.0567
C 3.2930 -1.1617 2.7627
C -3.7713 -1.8762 0.6679
C 2.0446 0.2575 1.5445
C -1.5155 -1.4609 1.2565
C 3.6128 -0.1967 3.6640
C -3.3412 -2.9817 0.0128
C 2.2851 1.3194 2.4590
C -1.0414 -2.6606 0.7282
C 3.0890 1.0818 3.5859
C -2.0346 -3.4679 0.0274
N -1.0397 0.1376 -0.9135
N 1.3908 0.5397 0.3962
N -0.7202 -0.4480 1.7383
C -0.1085 3.3121 -4.2749
C -0.2767 1.7798 -4.0607
P -0.2949 0.5817 0.5257
H 3.7986 -2.1271 2.9238
H -4.7914 -1.5497 0.6442
H 4.2396 -0.5079 4.4541
H -4.2006 -3.5562 -0.4721
H 1.9358 2.3481 2.2329
H 0.0737 -2.8811 0.8132
H 3.2656 1.8128 4.4069
H -1.7494 -4.4030 -0.5857
H -1.9467 0.5937 -0.8632
H 1.7303 -0.0426 -0.4293
H -1.3302 0.2526 2.2008
H -1.0694 3.8196 -4.0816
H 0.0109 3.4534 -5.4218
H 0.6725 3.7781 -3.6640
H 0.6902 1.2309 -4.2192
H -1.0321 1.4717 -4.8882
```

- ΔE to the lowest compared entry with this formula, charge and spin (kJ/mol) = 143.7
- LUMO energy (Eh) = 0.02177
- Kohn-Sham gap (eV) = 9.6
- calculated total energy (eV) = -36622.8211
- strongest force on any atom (eV/Å) = 5.5
- 2S+1 = 1
- SMILES = CCOC(=O)NP(=O)(Nc1ccccn1)Nc1ccccn1